# 1
# C2H7N3

2 unconnected molecules or ions with the total composition C2H7N3 at a distorted geometry (ωB97M-V/def2-TZVPD, the Open Molecules 2025 dataset).

```
12
Properties=species:S:1:pos:R:3
C 0.469 0.720 -1.140
C -0.060 -1.497 0.844
N 0.096 1.867 -1.731
N -0.620 -1.589 1.894
N 0.410 0.469 0.115
H 0.798 -0.059 -1.776
H 0.352 -2.362 0.215
H 0.472 1.913 -2.685
H -0.240 2.790 -1.478
H -1.067 -2.474 2.159
H -0.869 -0.893 2.698
H 0.259 1.114 0.885
```

Gap between HOMO and LUMO (alpha / beta) ... 0.3069 / 0.3070 Eh
Multiplicity ... 1
Energy above the lowest of the compared OMol25 structures with the same formula, charge and spin ... 88.1 kcal per mole
E_tot ... -6635.401 eV
Highest occupied orbital energy (alpha / beta) ... -20.06 / -20.06 eV
Total charge ... +2

Mulliken atomic charge list, values in e, 5 entries: 0.22 0.24 -0.31 -0.10 -0.35

---

# 2
# C5H13NO

2 unconnected molecules or ions with the total composition C5H13NO at a distorted geometry (ωB97M-V/def2-TZVPD, the Open Molecules 2025 dataset).

```
20
Properties=species:S:1:pos:R:3
C -0.317 -0.630 -1.805
C 0.227 -0.404 -0.387
C -0.399 -1.334 0.650
C -1.766 -1.501 0.759
C 1.525 -0.902 2.167
N 0.466 -1.808 1.578
H -1.412 -0.556 -1.792
H -0.229 -1.666 -2.140
H 0.039 0.118 -2.507
H 1.298 -0.585 -0.368
H -0.158 0.559 -0.034
H -2.206 -2.219 1.445
H -2.457 -0.994 0.096
H 2.459 -1.233 1.721
H 1.216 0.100 1.906
H 1.583 -1.012 3.245
H -0.105 -2.271 2.287
H 0.540 4.976 -1.626
H -0.735 5.446 -2.304
O 0.156 5.130 -2.494
```

Expectation value of S² ... 0.768
Gap between HOMO and LUMO (alpha / beta) ... 0.3645 / 0.2332 Eh
Multiplicity ... 2
Energy above the lowest of the compared OMol25 structures with the same formula, charge and spin ... 27.6 kcal per mole
E_tot ... -8924.554 eV
Highest occupied orbital energy (alpha / beta) ... -13.64 / -13.64 eV
Total charge ... +1

Mulliken atomic charge list, values in e, 5 entries: -1.32 -0.34 0.95 -1.06 -0.77

---

# 3
# C17H29BNO7

3 unconnected molecules or ions with the total composition C17H29BNO7 (ωB97M-V/def2-TZVPD, the Open Molecules 2025 dataset).

```
55
Properties=species:S:1:pos:R:3
B 3.242 2.596 -1.489
C 2.191 3.876 -1.697
C 0.776 3.483 -1.276
C -0.170 4.599 -0.932
O 0.118 5.770 -0.834
N -1.535 4.239 -0.618
C -1.937 2.875 -0.704
C -1.890 2.017 0.395
C -2.285 0.691 0.273
C -2.719 0.203 -0.953
C -2.773 1.057 -2.051
C -2.391 2.386 -1.925
H 3.973 2.431 -2.468
H 3.891 2.720 -0.442
H 2.573 1.550 -1.365
H 2.156 4.108 -2.767
H 2.493 4.769 -1.151
H 0.336 2.849 -2.050
H 0.832 2.858 -0.373
H -1.714 4.594 0.313
H -1.521 2.408 1.336
H -2.248 0.036 1.134
H -3.008 -0.835 -1.051
H -3.109 0.694 -3.014
H -2.427 3.056 -2.775
C 7.235 -2.516 0.110
C 6.201 -1.415 -0.008
O 5.943 -1.072 -1.373
C 5.128 -1.888 -2.028
O 4.603 -2.881 -1.585
O 4.988 -1.428 -3.268
C 4.133 -2.206 -4.099
H 8.146 -2.239 -0.422
H 7.482 -2.685 1.159
H 6.860 -3.448 -0.311
H 6.561 -0.491 0.439
H 5.267 -1.689 0.480
H 3.165 -2.355 -3.626
H 4.588 -3.173 -4.317
H 4.015 -1.634 -5.014
C -5.065 -4.399 4.396
C -4.241 -3.158 4.656
O -4.070 -2.373 3.467
C -5.106 -1.602 3.136
O -6.136 -1.496 3.752
O -4.802 -0.968 2.009
C -5.827 -0.115 1.491
H -4.629 -4.979 3.582
H -5.095 -5.022 5.290
H -6.087 -4.136 4.124
H -3.228 -3.419 4.958
H -4.685 -2.540 5.437
H -6.170 0.581 2.254
H -6.665 -0.710 1.129
H -5.366 0.425 0.669
```

Gap between HOMO and LUMO ... 0.2516 Eh
Multiplicity ... 1
E_tot ... -34599.336 eV
Highest occupied orbital energy ... -4.59 eV
Total charge ... -1

Mulliken atomic charge list, values in e, 5 entries: 0.14 -0.78 -0.24 0.40 -0.62